{"formula": "C31H32ClF4N2NaSi", "method": "ωB97M-V with the def2-TZVPD basis set", "species": ["Na", "C", "C", "N", "C", "C", "C", "C", "N", "C", "C", "F", "C", "F", "C", "C", "F", "C", "F", "H", "H", "H", "H", "H", "H", "H", "H", "H", "H", "H", "H", "H", "H", "H", "C", "C", "C", "C", "C", "C", "Si", "C", "C", "C", "C", "C", "C", "C", "C", "C", "C", "C", "C", "H", "H", "H", "H", "H", "H", "H", "H", "H", "H", "H", "H", "H", "H", "H", "Cl", "C", "H", "H"], "coordinates": [[0.33406, 0.39273, 0.32820], [-2.08975, -0.75344, -1.72411], [-2.67088, -1.21346, -0.39310], [-1.96640, -0.69288, 0.78713], [-1.83864, -1.74344, 1.79986], [-1.01172, -1.35074, 3.01170], [-2.61861, 0.49410, 1.33309], [-2.74392, 1.65540, 0.35822], [-1.43240, 2.09059, -0.06888], [-1.33308, 3.19775, -0.78014], [-0.02407, 3.70944, -1.06647], [1.02993, 3.03586, -0.55312], [0.21383, 4.85032, -1.77888], [1.49694, 5.24705, -1.96575], [-0.80710, 5.63351, -2.31118], [-2.08424, 5.17161, -2.06097], [-3.13936, 5.87471, -2.55267], [-2.35435, 4.02610, -1.34650], [-3.67289, 3.68714, -1.22259], [-2.65304, -1.19202, -2.55264], [-1.05942, -1.10641, -1.80083], [-2.10308, 0.32987, -1.81964], [-2.62029, -2.30276, -0.35480], [-3.74152, -0.95524, -0.33060], [-1.35054, -2.59206, 1.31753], [-2.84093, -2.08322, 2.12779], [-0.02761, -0.97472, 2.72240], [-0.84621, -2.23393, 3.63055], [-1.49767, -0.59465, 3.63031], [-2.03607, 0.84211, 2.18719], [-3.63289, 0.23800, 1.70147], [-3.29231, 2.44805, 0.88770], [-3.39460, 1.35488, -0.47429], [-0.61412, 6.53265, -2.87363], [-0.96621, -6.57634, -3.21007], [0.40210, -6.37922, -3.33826], [1.05197, -5.42093, -2.56752], [0.36896, -4.61475, -1.64917], [-1.01340, -4.82975, -1.55621], [-1.67409, -5.79279, -2.30546], [1.15554, -3.18381, -0.58955], [1.11681, -4.01954, 1.15520], [0.50289, -5.22749, 1.50061], [0.48862, -5.69614, 2.81162], [1.10733, -4.97185, 3.82103], [1.73027, -3.76892, 3.50570], [1.71994, -3.30123, 2.20027], [3.01803, -3.51018, -1.02536], [3.80738, -4.50032, -0.42962], [5.12386, -4.72278, -0.81409], [5.69600, -3.95609, -1.82170], [4.93907, -2.96323, -2.42812], [3.62637, -2.74531, -2.02500], [-1.47501, -7.32521, -3.80696], [0.97144, -6.98079, -4.04000], [2.12432, -5.30020, -2.68211], [-1.59091, -4.21652, -0.86908], [-2.74477, -5.92791, -2.19103], [0.02796, -5.82297, 0.72778], [-0.00275, -6.63655, 3.04210], [1.09684, -5.33444, 4.84336], [2.20150, -3.17328, 4.27961], [2.17339, -2.33731, 1.99105], [3.37867, -5.11179, 0.35774], [5.70606, -5.49772, -0.32584], [6.72423, -4.12435, -2.12303], [5.37561, -2.34675, -3.20681], [3.05360, -1.94992, -2.49251], [2.34683, 0.34400, 3.34284], [2.52854, 0.31881, 1.43867], [3.20776, -0.53440, 1.31715], [3.16232, 1.20300, 1.28892]], "forces_ev_per_angstrom": [[0.009, 0.008, -0.024], [0.015, -0.086, 0.058], [-0.061, 0.038, 0.019], [-0.019, 0.023, -0.077], [0.012, -0.023, 0.053], [0.018, 0.012, -0.015], [-0.035, 0.043, 0.007], [0.021, -0.035, -0.026], [-0.001, 0.016, 0.019], [-0.019, -0.027, 0.007], [0.093, 0.044, 0.071], [-0.044, -0.044, -0.107], [-0.014, -0.010, -0.008], [-0.010, -0.001, -0.003], [0.003, -0.012, 0.022], [0.006, -0.005, -0.003], [0.008, -0.004, -0.006], [-0.014, 0.027, -0.021], [0.010, -0.010, 0.015], [-0.034, 0.009, 0.017], [0.026, 0.018, -0.013], [0.040, 0.029, -0.028], [0.033, -0.010, -0.022], [0.010, -0.012, 0.002], [0.009, -0.008, 0.000], [-0.014, 0.018, -0.016], [-0.023, 0.006, 0.022], [0.013, -0.015, -0.006], [-0.005, -0.005, -0.001], [0.002, -0.004, 0.001], [0.010, -0.032, 0.008], [0.000, -0.010, 0.013], [-0.022, 0.016, -0.004], [0.000, 0.001, -0.004], [0.008, 0.006, 0.002], [-0.016, -0.006, -0.005], [0.017, -0.001, -0.003], [0.031, 0.029, 0.034], [-0.028, -0.008, 0.003], [0.005, -0.003, -0.004], [-0.066, -0.045, -0.117], [-0.003, 0.083, 0.042], [0.019, -0.007, -0.005], [0.002, -0.016, -0.016], [0.007, 0.005, 0.005], [-0.005, -0.004, 0.015], [-0.020, -0.036, -0.001], [-0.012, 0.010, 0.015], [0.013, 0.005, -0.002], [-0.012, 0.000, -0.001], [0.010, -0.006, -0.003], [-0.008, 0.010, -0.005], [0.015, -0.012, -0.002], [0.001, -0.001, -0.002], [-0.002, -0.001, -0.001], [-0.006, 0.000, 0.003], [0.000, -0.007, 0.004], [-0.001, 0.002, -0.001], [-0.015, -0.007, 0.000], [-0.003, -0.001, 0.000], [0.000, -0.002, 0.000], [-0.001, 0.008, -0.007], [0.001, 0.007, -0.003], [0.002, -0.003, 0.003], [0.003, 0.001, 0.000], [0.000, 0.002, 0.000], [0.004, -0.002, 0.000], [-0.002, 0.002, 0.000], [0.049, 0.014, -0.054], [-0.010, 0.010, 0.179], [0.009, 0.003, -0.034], [-0.011, 0.015, 0.009]], "max_force_ev_per_a": 0.18, "total_charge": -2, "total_energy_ev": -71332.8312, "lumo_ev": 3.990}